(1)
A cluster of 2 separate species, C26H41BrFINO4 in total in a non-equilibrium geometry, computed with ωB97M-V with the def2-TZVPD basis set.

Last column: Löwdin charge in e.
Positions of all 75 atoms, in Å:
C1 -1.23 -4.70 0.14  -0.059
C2 -0.88 -4.12 1.50  -0.266
O1 -0.26 -2.84 1.39  -0.204
C3 1.15 -2.87 1.46  -0.192
C4 1.66 -1.46 1.52  -0.093
O2 1.79 -0.87 0.19  0.008
N1 0.96 0.17 -0.05  -0.020
C5 1.01 1.32 0.49  0.106
C6 -0.04 2.21 -0.12  -0.215
C7 -0.40 3.46 0.65  -0.184
C8 -1.10 4.55 -0.16  -0.702
C9 -0.39 4.95 -1.44  -0.149
Br1 -2.95 4.09 -0.64  0.759
C10 -1.09 1.10 -0.45  -0.175
C11 -1.70 0.47 0.84  -0.206
C12 -3.24 0.34 0.82  -0.716
C13 -3.98 1.44 1.61  -0.179
I1 -3.78 -1.56 1.72  0.926
C14 -0.12 0.09 -1.09  -0.161
C15 -0.57 -1.29 -1.54  -0.116
C16 0.14 -1.74 -2.81  -0.159
C17 -0.33 -1.09 -4.12  -0.156
C18 -1.79 -0.73 -4.23  -0.186
O3 -2.57 -1.91 -4.02  -0.033
C19 -3.92 -1.67 -3.91  -0.509
C20 -4.44 -1.54 -2.52  0.025
O4 -4.62 -1.62 -4.89  0.151
H1 -2.05 -5.41 0.23  0.084
H2 -0.40 -5.23 -0.32  0.079
H3 -1.57 -3.91 -0.53  0.061
H4 -1.79 -3.98 2.09  0.072
H5 -0.24 -4.80 2.07  0.122
H6 1.49 -3.39 2.36  0.141
H7 1.59 -3.35 0.58  0.146
H8 2.65 -1.46 1.98  0.126
H9 1.03 -0.84 2.17  0.141
H10 1.74 1.55 1.26  0.160
H11 0.47 2.53 -1.04  0.151
H12 -0.95 3.25 1.57  0.114
H13 0.53 3.94 0.97  0.133
H14 -1.21 5.43 0.46  0.092
H15 -0.97 5.70 -1.97  0.075
H16 -0.29 4.11 -2.13  0.070
H17 0.59 5.37 -1.22  0.093
H18 -1.87 1.41 -1.15  0.117
H19 -1.45 1.05 1.73  0.117
H20 -1.28 -0.52 0.98  0.056
H21 -3.61 0.28 -0.19  0.041
H22 -3.30 2.27 1.83  0.042
H23 -4.37 1.07 2.55  0.039
H24 -4.80 1.84 1.02  0.073
H25 0.34 0.61 -1.94  0.163
H26 -1.66 -1.31 -1.63  0.108
H27 -0.33 -2.00 -0.75  0.094
H28 1.20 -1.47 -2.68  0.115
H29 0.12 -2.82 -2.89  0.118
H30 0.27 -0.21 -4.37  0.116
H31 -0.13 -1.81 -4.92  0.125
H32 -1.99 -0.36 -5.24  0.136
H33 -2.08 0.05 -3.52  0.121
H34 -5.45 -1.16 -2.57  0.099
H35 -4.41 -2.52 -2.04  0.100
H36 -3.81 -0.88 -1.93  0.044
F1 3.86 -0.37 4.28  0.046
C21 4.89 0.35 3.76  -0.286
C22 6.12 0.31 4.38  -0.005
C23 7.16 1.05 3.83  -0.064
C24 6.95 1.82 2.69  -0.083
C25 5.70 1.84 2.09  -0.081
C26 4.65 1.10 2.63  -0.032
H37 6.26 -0.29 5.27  0.124
H38 8.13 1.03 4.29  0.112
H39 7.76 2.39 2.27  0.107
H40 5.53 2.44 1.20  0.104
H41 3.67 1.10 2.18  0.078

Charge: +1
Gap between HOMO and LUMO in eV: 7.883

(2)
A structure of composition C5H12N2 in a non-equilibrium geometry, computed with ωB97M-V with the def2-TZVPD basis set.

Last column: Löwdin charge in e.
Positions of all 19 atoms, in Å:
C1 2.49 0.22 0.59  -0.079
C2 3.09 0.40 -0.77  -0.297
C3 -0.47 -0.06 0.15  -0.131
C4 -1.96 -0.40 0.02  -0.305
C5 -3.71 -0.18 0.77  -0.125
N1 -2.66 0.51 1.10  -0.065
N2 2.42 0.05 -1.87  -0.004
H1 3.02 0.64 1.45  0.081
H2 1.85 0.92 0.00  0.083
H3 2.38 -0.85 0.74  0.093
H4 3.67 1.36 -0.92  0.119
H5 -0.45 1.03 0.32  0.071
H6 -0.03 -0.49 1.06  0.073
H7 -2.08 -1.51 0.06  0.110
H8 -2.32 -0.11 -1.00  0.113
H9 -4.50 0.07 0.01  0.095
H10 -4.01 -1.03 1.41  0.088
H11 3.00 -0.53 -2.47  0.046
H12 0.28 -0.05 -0.66  0.035

Relative energy (zero: lowest compared OMol25 entry of this formula, charge and spin) in kcal per mole: 200.7
Charge: 0
Gap between HOMO and LUMO in eV: 7.865

(3)
A structure of composition C7H6AlF7NO in a non-equilibrium geometry, computed with ωB97M-V with the def2-TZVPD basis set.

Last column: Löwdin charge in e.
Positions of all 23 atoms, in Å:
O1 -0.07 1.85 0.99  -0.035
C1 0.68 1.17 0.24  -0.110
N1 2.08 1.53 -0.20  0.239
C2 2.86 0.26 0.09  -0.019
C3 1.79 -1.00 0.29  0.070
C4 0.50 -0.27 -0.44  0.016
C5 -0.74 -1.20 -0.02  -0.253
F1 -0.79 -1.37 1.40  0.100
F2 -0.42 -2.49 -0.53  0.137
C6 -2.14 -0.80 -0.67  -0.213
F3 -2.02 -0.63 -2.08  0.139
F4 -3.05 -1.84 -0.46  0.181
C7 -2.78 0.56 -0.12  -0.309
F5 -2.71 0.72 1.28  0.096
F6 -4.16 0.50 -0.42  0.165
F7 -2.31 1.70 -0.82  0.109
H1 2.00 1.52 -1.24  0.196
H2 3.51 -0.11 -0.78  0.183
H3 3.52 0.53 0.99  0.195
H4 2.17 -1.97 -0.16  0.187
H5 1.68 -0.98 1.44  0.168
H6 0.74 -0.42 -1.54  0.221
Al1 -0.35 2.74 2.76  1.537

Charge: +3
Gap between HOMO and LUMO in eV: 3.422

(4)
A cluster of 13 separate species, BF4H24O12 in total in a non-equilibrium geometry, computed with ωB97M-V with the def2-TZVPD basis set.

Last column: Löwdin charge in e.
Positions of all 41 atoms, in Å:
B1 0.32 0.11 0.18  -1.236
F1 1.28 1.15 0.14  0.099
F2 -0.85 0.72 -0.32  0.125
F3 0.72 -0.91 -0.72  0.092
F4 0.17 -0.38 1.47  0.165
O1 0.45 -3.45 0.28  -0.051
H1 1.20 -3.69 0.83  0.041
H2 0.64 -2.54 -0.01  0.002
O2 3.33 -0.64 1.35  -0.040
H3 2.47 -0.36 1.00  0.006
H4 3.94 0.03 1.01  0.059
O3 2.88 -0.30 -3.13  -0.062
H5 2.31 0.00 -2.42  -0.003
H6 2.36 -0.13 -3.93  0.024
O4 -2.72 -0.57 -2.22  -0.046
H7 -3.22 -1.37 -2.07  0.059
H8 -1.90 -0.68 -1.72  0.030
O5 0.85 1.92 -2.54  -0.045
H9 0.65 1.94 -1.59  0.005
H10 0.41 2.70 -2.88  0.033
O6 1.24 3.66 1.64  -0.057
H11 0.50 3.20 1.23  0.018
H12 1.85 2.95 1.85  0.025
O7 -1.89 0.70 3.11  -0.059
H13 -1.78 1.56 2.70  0.022
H14 -1.38 0.10 2.54  0.007
O8 2.49 -0.44 4.15  -0.071
H15 2.65 0.48 4.37  0.021
H16 2.70 -0.51 3.21  -0.015
O9 -1.31 -3.18 2.80  -0.062
H17 -1.14 -4.13 2.81  0.023
H18 -0.51 -2.81 2.42  0.002
O10 -4.09 0.74 -0.08  -0.069
H19 -4.80 1.16 -0.57  0.030
H20 -3.66 0.15 -0.72  -0.014
O11 -2.37 2.96 -2.02  -0.061
H21 -1.83 3.64 -1.62  0.026
H22 -2.42 2.26 -1.36  0.005
O12 0.03 -2.39 -3.09  -0.056
H23 0.09 -1.73 -3.79  0.029
H24 0.35 -1.93 -2.30  -0.004

Relative energy (zero: lowest compared OMol25 entry of this formula, charge and spin) in kcal per mole: 24.1
Charge: -1
Gap between HOMO and LUMO in eV: 10.541

What did the first record say?
A cluster of 2 separate species, C26H41BrFINO4 in total in a non-equilibrium geometry, computed with ωB97M-V with the def2-TZVPD basis set.

Last column: Löwdin charge in e.
Positions of all 75 atoms, in Å:
C1 -1.23 -4.70 0.14  -0.059
C2 -0.88 -4.12 1.50  -0.266
O1 -0.26 -2.84 1.39  -0.204
C3 1.15 -2.87 1.46  -0.192
C4 1.66 -1.46 1.52  -0.093
O2 1.79 -0.87 0.19  0.008
N1 0.96 0.17 -0.05  -0.020
C5 1.01 1.32 0.49  0.106
C6 -0.04 2.21 -0.12  -0.215
C7 -0.40 3.46 0.65  -0.184
C8 -1.10 4.55 -0.16  -0.702
C9 -0.39 4.95 -1.44  -0.149
Br1 -2.95 4.09 -0.64  0.759
C10 -1.09 1.10 -0.45  -0.175
C11 -1.70 0.47 0.84  -0.206
C12 -3.24 0.34 0.82  -0.716
C13 -3.98 1.44 1.61  -0.179
I1 -3.78 -1.56 1.72  0.926
C14 -0.12 0.09 -1.09  -0.161
C15 -0.57 -1.29 -1.54  -0.116
C16 0.14 -1.74 -2.81  -0.159
C17 -0.33 -1.09 -4.12  -0.156
C18 -1.79 -0.73 -4.23  -0.186
O3 -2.57 -1.91 -4.02  -0.033
C19 -3.92 -1.67 -3.91  -0.509
C20 -4.44 -1.54 -2.52  0.025
O4 -4.62 -1.62 -4.89  0.151
H1 -2.05 -5.41 0.23  0.084
H2 -0.40 -5.23 -0.32  0.079
H3 -1.57 -3.91 -0.53  0.061
H4 -1.79 -3.98 2.09  0.072
H5 -0.24 -4.80 2.07  0.122
H6 1.49 -3.39 2.36  0.141
H7 1.59 -3.35 0.58  0.146
H8 2.65 -1.46 1.98  0.126
H9 1.03 -0.84 2.17  0.141
H10 1.74 1.55 1.26  0.160
H11 0.47 2.53 -1.04  0.151
H12 -0.95 3.25 1.57  0.114
H13 0.53 3.94 0.97  0.133
H14 -1.21 5.43 0.46  0.092
H15 -0.97 5.70 -1.97  0.075
H16 -0.29 4.11 -2.13  0.070
H17 0.59 5.37 -1.22  0.093
H18 -1.87 1.41 -1.15  0.117
H19 -1.45 1.05 1.73  0.117
H20 -1.28 -0.52 0.98  0.056
H21 -3.61 0.28 -0.19  0.041
H22 -3.30 2.27 1.83  0.042
H23 -4.37 1.07 2.55  0.039
H24 -4.80 1.84 1.02  0.073
H25 0.34 0.61 -1.94  0.163
H26 -1.66 -1.31 -1.63  0.108
H27 -0.33 -2.00 -0.75  0.094
H28 1.20 -1.47 -2.68  0.115
H29 0.12 -2.82 -2.89  0.118
H30 0.27 -0.21 -4.37  0.116
H31 -0.13 -1.81 -4.92  0.125
H32 -1.99 -0.36 -5.24  0.136
H33 -2.08 0.05 -3.52  0.121
H34 -5.45 -1.16 -2.57  0.099
H35 -4.41 -2.52 -2.04  0.100
H36 -3.81 -0.88 -1.93  0.044
F1 3.86 -0.37 4.28  0.046
C21 4.89 0.35 3.76  -0.286
C22 6.12 0.31 4.38  -0.005
C23 7.16 1.05 3.83  -0.064
C24 6.95 1.82 2.69  -0.083
C25 5.70 1.84 2.09  -0.081
C26 4.65 1.10 2.63  -0.032
H37 6.26 -0.29 5.27  0.124
H38 8.13 1.03 4.29  0.112
H39 7.76 2.39 2.27  0.107
H40 5.53 2.44 1.20  0.104
H41 3.67 1.10 2.18  0.078

Charge: +1
Gap between HOMO and LUMO in eV: 7.883

Q: Which value of charge does entry 4 give?
A: -1

Q: What is the charge in the first record?
A: +1

Q: gap between HOMO and LUMO of number 2 (C5H12N2)?
A: 7.865 eV